[1]
12
Properties=species:S:1:pos:R:3:nbo_charge:R:1 method="wB97M-V/def2-TZVPD" multiplicity=1 relative_energy_ev=1.0530 smiles="O=C1CCOC1"
O 0.6617 2.0015 0.8926 -0.514
C 0.3765 0.9964 0.2935 0.582
C -0.9877 0.5487 -0.2206 -0.547
C -0.7684 -0.9561 -0.0725 -0.073
O 0.5295 -1.1690 -0.6121 -0.514
C 1.3341 -0.1592 -0.0287 -0.195
H -1.0931 0.9145 -1.2540 0.239
H -1.8117 0.9303 0.3804 0.237
H -0.8010 -1.1857 1.0071 0.160
H -1.4816 -1.6830 -0.4528 0.208
H 2.1284 0.1587 -0.7138 0.218
H 1.7967 -0.5246 0.8997 0.199

***

[2]
12
Properties=species:S:1:pos:R:3:nbo_charge:R:1 method="wB97M-V/def2-TZVPD" multiplicity=1 relative_energy_ev=0.9563 smiles="CCC(=O)C=O"
C -1.6376 -0.2063 0.4994 -0.601
C -0.1440 -0.5080 0.4247 -0.516
C 0.5087 0.2042 -0.7295 0.483
O -0.0362 0.4540 -1.7826 -0.494
C 1.9659 0.6444 -0.5633 0.345
O 2.6264 0.3798 0.4098 -0.474
H -1.8124 0.8743 0.5061 0.211
H -2.1651 -0.6195 -0.3638 0.222
H -2.0746 -0.6216 1.4111 0.215
H 0.0368 -1.5806 0.2615 0.241
H 0.3849 -0.2521 1.3481 0.237
H 2.3474 1.2315 -1.4215 0.131

***

[3]
12
Properties=species:S:1:pos:R:3:nbo_charge:R:1 method="wB97M-V/def2-TZVPD" multiplicity=1 relative_energy_ev=5.9644 smiles="C#COC=C.O"
C 4.2244 0.3821 -0.6861 -0.419
C 3.1569 0.0834 -0.1978 0.357
O 1.8500 -0.1416 0.0351 -0.635
C 0.5293 -0.1839 1.0663 0.198
C -0.6245 -0.1111 0.3739 -0.463
H 5.1785 0.5971 -1.0360 0.231
H 0.9149 -0.2076 2.1255 0.240
H -1.6307 0.0823 0.7887 0.245
H -0.5949 -0.0987 -0.7089 0.244
O -4.4541 0.2343 -0.3852 -0.917
H -4.9649 -0.4563 -0.7808 0.463
H -3.5849 -0.1800 -0.5948 0.455

***

[4]
12
Properties=species:S:1:pos:R:3:nbo_charge:R:1 method="wB97M-V/def2-TZVPD" multiplicity=1 relative_energy_ev=2.7338 smiles="C=C1OCCO1"
C 1.6679 -0.4984 -1.1507 -0.543
C 0.9351 0.1823 -0.2691 0.554
O 0.7976 0.0636 1.0980 -0.516
C -0.7104 -0.3669 1.0540 -0.121
C -1.1589 0.7516 0.1285 -0.108
O -0.0636 0.9968 -0.7358 -0.510
H 1.4678 -0.3017 -2.2039 0.224
H 2.4178 -1.2240 -0.8737 0.218
H -1.4752 -0.4437 1.8676 0.214
H -0.4969 -1.3833 0.7661 0.204
H -1.3186 1.6174 0.7852 0.183
H -2.0625 0.6063 -0.4663 0.201

***

[5]
12
Properties=species:S:1:pos:R:3:nbo_charge:R:1 method="wB97M-V/def2-TZVPD" multiplicity=1 relative_energy_ev=4.0527
C -1.1822 0.1333 -0.7538 -0.721
C -0.0218 -0.4702 1.5748 0.148
O 0.9322 -1.0283 0.8967 -0.441
C 1.2884 -0.0755 -0.1445 -0.169
C 0.0454 0.8446 -0.1823 0.540
O 0.1027 2.0462 -0.0457 -0.564
H -2.0834 0.4017 -0.1992 0.244
H -1.2793 0.4899 -1.7823 0.232
H -1.0876 -0.9602 -0.7752 0.209
H -0.3523 -1.1846 2.3421 0.107
H 1.4284 -0.6244 -1.0839 0.200
H 2.2095 0.4276 0.1531 0.214

***

[6]
12
Properties=species:S:1:pos:R:3:nbo_charge:R:1 method="wB97M-V/def2-TZVPD" multiplicity=1 relative_energy_ev=3.8346
C 0.9182 0.2793 1.5990 -0.717
C -0.0990 -0.5427 0.8504 0.383
O -1.2104 -0.7921 1.2908 -0.564
C 0.4688 -1.2448 -0.3108 0.294
C -0.9871 -0.1437 -1.7265 -0.283
O 0.2154 -0.8391 -1.4966 -0.441
H 1.7322 0.6085 0.9486 0.224
H 0.4217 1.1412 2.0465 0.240
H 1.3494 -0.3129 2.4110 0.253
H -1.7534 -0.6864 -1.1656 0.213
H -0.9158 0.8510 -1.3017 0.190
H -1.1379 -0.1836 -2.7962 0.207

***

[7]
12
Properties=species:S:1:pos:R:3:nbo_charge:R:1 method="wB97M-V/def2-TZVPD" multiplicity=1 relative_energy_ev=2.3027 smiles="C=CCOC=O"
C -1.2632 1.0594 -0.1649 -0.362
C -1.2336 -0.3765 -0.1554 -0.258
C -0.0352 -0.9828 0.5223 -0.153
O 1.1104 -1.0330 -0.3496 -0.499
C 1.7675 0.1559 -0.3524 0.652
O 1.5262 1.0936 0.3652 -0.598
H -2.0310 1.5772 -0.6830 0.188
H -0.4584 1.7866 0.4272 0.248
H -2.0450 -1.0808 -0.7001 0.228
H 0.2785 -0.3664 1.3864 0.218
H -0.2361 -2.0407 0.8212 0.201
H 2.6198 0.2075 -1.1169 0.134

***

[8]
12
Properties=species:S:1:pos:R:3:nbo_charge:R:1 method="wB97M-V/def2-TZVPD" multiplicity=1 relative_energy_ev=1.6350 smiles="O=CCCC=O"
O -0.1351 1.6233 -0.8484 -0.507
C -0.0743 1.4031 0.3451 0.449
C -0.0598 0.1058 1.0612 -0.535
C 0.5583 -0.7216 -0.0175 -0.500
C -0.4358 -0.7269 -1.2535 0.464
O -1.6389 -0.8320 -1.2471 -0.554
H 0.0433 2.2854 0.9556 0.118
H -1.0601 -0.2527 1.3228 0.266
H 0.5218 0.2106 1.9840 0.231
H 1.5695 -0.3477 -0.2648 0.222
H 0.6734 -1.7770 0.1990 0.234
H 0.0495 -0.9107 -2.2178 0.111

***

[9]
12
Properties=species:S:1:pos:R:3:nbo_charge:R:1 method="wB97M-V/def2-TZVPD" multiplicity=1 relative_energy_ev=1.4370 smiles="C=C(C)C(=O)O"
C 0.0987 -1.7253 -0.7185 -0.337
C -0.3324 -0.5225 -0.3388 -0.137
C -1.8041 -0.2010 -0.2770 -0.641
C 0.4546 0.6040 0.2101 0.742
O -0.0624 1.6778 0.5035 -0.545
O 1.7512 0.4250 0.5679 -0.676
H 1.2399 -2.0845 -0.5885 0.200
H -0.6640 -2.4608 -0.9686 0.212
H -2.3341 -0.3311 0.7576 0.244
H -2.2448 -1.0637 -0.8125 0.200
H -1.9946 0.7238 -0.9456 0.249
H 1.9858 -0.5382 0.7314 0.488

***

[10]
12
Properties=species:S:1:pos:R:3:nbo_charge:R:1 method="wB97M-V/def2-TZVPD" multiplicity=1 relative_energy_ev=3.4417
C -1.0374 -0.7898 -1.0486 -0.121
O -1.6572 -0.5717 0.2307 -0.460
C -0.3504 -0.1204 0.0334 0.170
C 0.8617 -0.4508 0.8907 -0.093
O 0.8196 0.8761 1.4356 -0.511
C 0.2345 1.2770 0.1918 -0.094
H -1.4444 -0.1862 -1.8586 0.185
H -0.7879 -1.8204 -1.2978 0.186
H 1.6914 -0.4462 0.1420 0.164
H 0.8993 -1.2484 1.6341 0.207
H -0.2923 2.2321 0.2114 0.206
H 1.0631 1.2487 -0.5647 0.160